# 1
C26H42CsN4O11 as an isolated structure, computed with wB97M-V/def2-TZVPD.

Each line ends with the Mulliken charge.
Positions of all 84 atoms, in Å:
1 Cs -0.074 1.039 1.230  0.631
2 C -3.809 2.212 3.112  -0.813
3 C -3.436 3.357 2.206  -0.507
4 O -3.626 2.944 0.869  -0.244
5 C -2.872 3.661 -0.077  -0.358
6 C -3.029 3.013 -1.427  -0.803
7 O -2.342 1.786 -1.443  0.026
8 C -2.362 1.136 -2.685  -0.940
9 C -1.458 -0.078 -2.590  0.050
10 O -1.751 -0.926 -1.499  -0.153
11 C -2.965 -1.629 -1.559  -0.736
12 C -4.096 -0.994 -0.756  -0.515
13 O -3.853 -0.891 0.629  -0.273
14 C -3.741 -2.103 1.339  -0.853
15 C -2.308 -2.371 1.776  -0.506
16 O -1.692 -1.287 2.425  0.014
17 C -2.085 -0.961 3.739  -0.719
18 C -3.177 0.089 3.817  -0.679
19 O -2.804 1.226 3.081  0.199
20 H -4.764 1.789 2.768  0.343
21 H -3.941 2.586 4.137  0.327
22 H -2.404 3.658 2.412  0.348
23 H -4.087 4.207 2.456  0.377
24 H -1.812 3.675 0.200  0.219
25 H -3.205 4.706 -0.162  0.373
26 H -2.622 3.688 -2.192  0.364
27 H -4.098 2.859 -1.633  0.301
28 H -1.975 1.791 -3.478  0.537
29 H -3.392 0.854 -2.959  0.364
30 H -0.433 0.260 -2.432  -0.399
31 H -1.513 -0.634 -3.537  0.418
32 H -2.774 -2.634 -1.169  0.421
33 H -3.305 -1.745 -2.598  0.482
34 H -5.000 -1.595 -0.945  0.336
35 H -4.272 0.028 -1.087  0.232
36 H -4.087 -2.959 0.744  0.461
37 H -4.392 -2.031 2.215  0.410
38 H -1.686 -2.560 0.900  0.258
39 H -2.301 -3.266 2.416  0.372
40 H -1.192 -0.566 4.231  0.290
41 H -2.415 -1.852 4.289  0.395
42 H -3.321 0.347 4.876  0.421
43 H -4.130 -0.300 3.435  0.190
44 N 2.834 -0.443 3.631  -0.582
45 C 2.848 -1.663 2.968  0.612
46 C 3.958 -2.059 2.218  -0.454
47 C 3.979 -3.282 1.569  -0.545
48 C 2.896 -4.148 1.659  -0.587
49 C 1.795 -3.767 2.416  -0.364
50 C 1.770 -2.546 3.067  -0.240
51 H 1.927 -0.056 3.854  0.199
52 H 3.432 0.263 3.234  0.266
53 H 4.803 -1.383 2.131  0.326
54 H 4.845 -3.558 0.979  0.370
55 H 2.909 -5.101 1.145  0.388
56 H 0.937 -4.426 2.489  0.348
57 H 0.892 -2.247 3.631  0.216
58 O 0.219 3.507 2.842  -0.406
59 N 0.266 2.948 3.956  0.039
60 O 0.797 1.814 3.976  -0.373
61 C 2.461 -0.152 -5.264  -1.290
62 C 3.663 0.417 -4.512  -0.992
63 C 3.569 0.216 -2.999  2.387
64 C 4.851 0.729 -2.282  -1.099
65 C 5.125 2.222 -2.437  -1.309
66 C 3.539 -1.270 -2.680  -0.064
67 O 4.194 -2.100 -3.286  -0.731
68 N 2.765 -1.596 -1.611  0.299
69 C 1.984 -0.696 -0.840  -0.712
70 O 1.515 -1.160 0.198  -0.275
71 N 1.755 0.548 -1.281  0.210
72 C 2.368 0.986 -2.408  -0.247
73 O 2.041 2.031 -2.965  -0.784
74 H 2.563 0.005 -6.340  0.451
75 H 1.547 0.345 -4.935  0.267
76 H 2.364 -1.225 -5.089  0.295
77 H 3.735 1.485 -4.710  0.381
78 H 4.580 -0.069 -4.855  0.390
79 H 5.692 0.153 -2.678  0.471
80 H 4.766 0.484 -1.219  0.218
81 H 5.306 2.485 -3.480  0.287
82 H 6.014 2.495 -1.864  0.438
83 H 4.282 2.815 -2.082  0.305
84 H 2.820 -2.527 -1.222  0.228

Orbital gap in eV: 6.619
Energy above the lowest of the compared OMol25 structures with the same formula, charge and spin in kcal/mol: 0.0
E in hartree: -2082.77998
Total charge: -1

# 2
An isolated ion of composition C5H8N2O2S and charge +2, computed with wB97M-V/def2-TZVPD.

Each line ends with the Mulliken charge.
Positions of all 18 atoms, in Å:
1 C 0.438 1.533 0.296  0.043
2 C -0.674 0.127 1.816  -0.306
3 C 0.308 2.241 1.666  -0.505
4 C -0.520 -0.529 -0.613  -0.927
5 C 0.490 -1.625 -0.970  -0.439
6 N -0.353 1.234 2.432  -0.004
7 N -0.186 0.384 0.495  0.300
8 O 0.676 -3.565 -2.812  -0.226
9 O -1.071 -1.815 -3.282  -0.297
10 S -0.020 -2.454 -2.552  1.113
11 H 0.749 1.916 -0.700  0.417
12 H 1.156 2.637 2.266  0.362
13 H -0.403 3.086 1.709  0.342
14 H -0.645 0.025 -1.553  0.529
15 H -1.429 -0.990 -0.287  0.456
16 H 1.436 -1.308 -1.353  0.424
17 H 0.475 -2.261 -0.008  0.452
18 H -0.425 1.364 3.451  0.265

Orbital gap in eV: 7.430
Energy above the lowest of the compared OMol25 structures with the same formula, charge and spin in kcal/mol: 38.8
E in hartree: -852.64034
Total charge: +2

# 3
C44H64BaN8O11SSe2 as an isolated structure, computed with wB97M-V/def2-TZVPD.

Each line ends with the Mulliken charge.
Positions of all 131 atoms, in Å:
1 Ba -1.771 -1.589 -0.091  1.471
2 C 4.381 4.988 -1.029  -1.840
3 C 2.846 4.908 -0.914  2.106
4 C 2.469 5.607 0.408  -1.859
5 C 2.188 5.670 -2.070  -1.705
6 C 2.316 3.466 -0.858  -0.420
7 C 0.915 3.248 -0.909  -0.491
8 C 0.341 2.077 -0.593  -0.768
9 Se -1.593 1.860 -0.597  0.525
10 C -1.909 1.817 1.292  0.809
11 C -1.207 2.771 2.014  -0.131
12 C -1.369 2.884 3.390  -0.146
13 C -2.204 1.962 4.007  -0.432
14 C -2.887 0.928 3.367  -1.079
15 C -2.806 0.823 1.909  -0.354
16 O -3.444 -0.022 1.145  -0.341
17 C -3.779 -0.009 4.138  2.634
18 C -5.237 0.169 3.643  -1.487
19 C -3.240 -1.460 4.052  -1.689
20 C -3.828 0.360 5.631  -2.451
21 C -0.740 4.001 4.250  2.045
22 C 0.083 5.017 3.477  -1.999
23 C 0.166 3.381 5.354  -1.572
24 C -1.897 4.752 5.006  -1.631
25 C 1.058 0.945 -0.187  0.002
26 O 0.507 -0.223 -0.157  0.121
27 C 2.451 1.124 -0.022  0.046
28 C 3.015 2.332 -0.428  0.297
29 C 3.258 -0.113 0.484  2.533
30 C 2.627 -0.799 1.675  -1.872
31 C 4.635 0.366 0.961  -2.151
32 C 3.446 -1.084 -0.703  0.297
33 H 4.746 6.052 -1.269  0.383
34 H 4.732 4.299 -1.832  0.342
35 H 4.746 4.696 -0.032  0.336
36 H 2.858 6.608 0.425  0.565
37 H 2.786 5.080 1.282  0.291
38 H 1.404 5.752 0.339  0.432
39 H 2.290 6.764 -1.988  0.388
40 H 1.079 5.482 -2.085  0.289
41 H 2.610 5.423 -3.031  0.454
42 H 0.333 4.114 -1.251  -0.200
43 H -0.559 3.434 1.469  0.520
44 H -2.324 2.042 5.087  0.070
45 H -5.501 -0.077 2.640  0.203
46 H -5.498 1.275 3.728  0.278
47 H -5.929 -0.420 4.267  0.442
48 H -3.064 -1.805 3.072  0.236
49 H -3.933 -2.155 4.477  0.409
50 H -2.257 -1.373 4.577  0.308
51 H -4.200 1.346 5.819  0.440
52 H -2.908 0.205 6.182  0.321
53 H -4.600 -0.311 5.977  0.601
54 H 0.761 4.613 2.745  0.286
55 H 0.603 5.737 4.168  0.416
56 H -0.555 5.737 2.907  0.322
57 H 0.950 2.831 4.838  0.333
58 H -0.402 2.674 5.974  0.278
59 H 0.555 4.185 6.062  0.419
60 H -2.617 5.206 4.279  0.290
61 H -1.534 5.569 5.654  0.444
62 H -2.426 3.992 5.595  0.357
63 H 4.101 2.441 -0.288  0.264
64 H 2.463 -0.104 2.510  0.382
65 H 3.238 -1.635 2.054  0.522
66 H 1.627 -1.205 1.454  0.068
67 H 4.643 1.301 1.608  0.294
68 H 5.318 0.651 0.117  0.233
69 H 5.136 -0.417 1.493  0.515
70 H 2.450 -1.431 -1.089  -0.367
71 H 4.021 -1.962 -0.431  0.834
72 H 3.981 -0.565 -1.513  -1.103
73 O 1.963 -7.918 -2.750  -0.718
74 C 1.806 -6.729 -3.060  -0.345
75 O 2.194 -6.149 -4.085  -0.719
76 C 1.187 -5.827 -1.977  0.872
77 C 2.039 -5.017 -1.255  0.132
78 C 1.448 -4.207 -0.303  -0.894
79 N 0.183 -4.090 -0.195  0.206
80 C -0.654 -4.954 -0.793  0.522
81 C -0.191 -5.796 -1.830  -0.769
82 C -2.140 -4.916 -0.307  0.115
83 O -2.981 -5.722 -0.820  -0.838
84 O -2.367 -4.126 0.650  -0.539
85 H 3.145 -5.107 -1.341  0.435
86 H 2.020 -3.568 0.375  0.307
87 H -0.939 -6.493 -2.266  0.466
88 O 4.819 0.266 -3.738  -0.712
89 H 5.078 -0.640 -3.880  0.431
90 H 4.806 0.511 -2.817  0.157
91 O -5.128 -3.207 1.556  -0.704
92 H -4.693 -2.334 1.342  0.297
93 H -4.484 -3.859 1.167  0.361
94 O -5.318 2.167 0.147  -0.741
95 H -5.213 1.227 0.381  0.313
96 H -4.485 2.584 0.474  0.329
97 O -0.627 -4.985 3.025  -0.720
98 H -1.556 -5.102 2.761  0.320
99 H -0.231 -4.533 2.217  0.338
100 N 2.423 -0.086 -5.500  -0.273
101 C 1.673 -0.331 -4.409  0.430
102 N 1.839 0.375 -3.253  0.292
103 N 0.738 -1.301 -4.488  -0.721
104 C -0.120 -1.408 -3.495  0.399
105 N -0.945 -1.516 -2.678  -0.704
106 H 3.381 0.193 -5.393  0.249
107 H 2.147 -0.534 -6.355  0.314
108 H 2.724 0.910 -3.275  0.199
109 H 1.404 0.032 -2.414  -0.675
110 C 3.249 -3.623 -5.553  -0.765
111 S 4.114 -3.139 -4.098  1.212
112 C 4.913 -4.706 -3.680  -0.996
113 O 5.287 -2.305 -4.563  -0.993
114 H 4.034 -3.763 -6.299  0.438
115 H 2.605 -2.787 -5.873  0.093
116 H 2.709 -4.502 -5.273  0.178
117 H 5.589 -5.029 -4.479  0.387
118 H 4.112 -5.430 -3.499  0.138
119 H 5.381 -4.541 -2.721  0.347
120 Se -5.634 -4.119 -1.499  0.377
121 N -6.715 -2.962 -2.395  -0.926
122 C -6.043 -1.820 -2.478  0.656
123 C -6.463 -0.647 -3.143  -0.650
124 C -5.582 0.424 -3.073  -0.670
125 C -4.342 0.354 -2.368  -0.255
126 N -3.952 -0.701 -1.723  0.586
127 C -4.748 -1.821 -1.818  0.182
128 N -4.329 -2.920 -1.286  -0.078
129 H -7.491 -0.647 -3.550  0.382
130 H -5.839 1.445 -3.379  0.364
131 H -3.713 1.216 -2.299  0.222

Orbital gap in eV: 5.774
E in hartree: -8207.53721
Total charge: -2

# 4
A 11-piece molecular cluster, C13H45NO14 overall, computed with wB97M-V/def2-TZVPD.

Each line ends with the Mulliken charge.
Positions of all 73 atoms, in Å:
1 C -4.042 0.633 1.135  -0.839
2 O -3.339 1.106 -0.031  -0.383
3 H -4.452 -0.377 1.125  0.330
4 H -3.406 0.776 2.009  0.217
5 H -4.894 1.281 1.337  0.439
6 H -3.942 1.592 -0.599  0.293
7 C 1.998 -3.453 2.780  -0.731
8 O 1.675 -2.185 2.166  -0.267
9 H 2.051 -3.307 3.859  0.308
10 H 1.116 -4.049 2.546  0.243
11 H 2.952 -3.883 2.475  0.298
12 H 2.233 -1.475 2.492  0.205
13 C -1.688 0.996 -3.256  -0.279
14 O -2.827 0.216 -2.941  -0.547
15 H -0.987 1.093 -2.427  -0.068
16 H -1.190 0.647 -4.160  0.268
17 H -2.004 2.011 -3.499  0.296
18 H -3.059 0.378 -2.023  0.350
19 C -2.480 -3.860 1.393  -0.270
20 O -3.690 -3.289 1.950  -0.600
21 H -1.650 -3.307 1.833  -0.181
22 H -2.411 -4.901 1.705  0.389
23 H -2.519 -3.837 0.304  0.311
24 H -3.667 -3.194 2.905  0.393
25 C 2.620 3.325 -0.856  -0.015
26 O 2.903 4.395 -1.698  -0.521
27 H 2.493 2.365 -1.357  -0.053
28 H 3.329 3.217 -0.035  0.300
29 H 1.649 3.420 -0.369  -0.004
30 H 2.392 4.278 -2.503  0.295
31 C 1.255 -4.358 -0.643  -0.470
32 O 2.045 -3.216 -0.706  -0.448
33 H 1.896 -5.148 -0.252  0.299
34 H 0.361 -4.231 -0.032  0.084
35 H 0.940 -4.719 -1.622  0.247
36 H 2.278 -2.974 0.193  0.185
37 C -1.828 -1.967 4.304  -0.294
38 O -3.119 -2.550 4.537  -0.589
39 H -1.567 -1.271 5.102  0.417
40 H -1.084 -2.763 4.264  0.175
41 H -1.862 -1.374 3.390  -0.010
42 H -3.679 -1.790 4.709  0.312
43 C 4.405 0.053 -1.444  -0.197
44 O 5.782 0.210 -1.229  -0.581
45 H 4.173 0.508 -2.407  0.225
46 H 4.215 -1.021 -1.459  0.250
47 H 3.699 0.535 -0.768  -0.006
48 H 6.317 -0.126 -1.952  0.320
49 C 1.828 -1.912 -3.816  -0.406
50 O 2.763 -2.730 -3.198  -0.530
51 H 1.277 -2.548 -4.509  0.323
52 H 1.164 -1.476 -3.069  -0.021
53 H 2.284 -1.037 -4.280  0.262
54 H 2.476 -2.766 -2.282  0.450
55 C -0.710 -1.102 0.331  -0.760
56 N 0.285 -0.006 0.192  1.224
57 O 0.481 0.729 1.124  -0.651
58 O 0.834 0.066 -0.898  -0.485
59 H -0.743 -1.289 1.404  0.055
60 H -0.472 -2.020 -0.206  0.130
61 H -1.673 -0.713 0.002  0.370
62 C -1.484 3.338 1.168  -0.303
63 O -1.555 4.314 0.172  -0.334
64 C -0.658 5.298 0.074  0.787
65 O 0.361 5.405 0.766  -0.583
66 O -1.083 6.119 -0.924  -0.325
67 C -0.258 7.044 -1.483  -0.623
68 H -0.734 3.562 1.927  0.359
69 H -1.303 2.412 0.623  -0.117
70 H -2.447 3.159 1.647  0.278
71 H -0.115 7.916 -0.844  0.280
72 H -0.637 7.210 -2.491  0.263
73 H 0.727 6.617 -1.672  0.267

Orbital gap in eV: 9.570
E in hartree: -1630.12784
Structure (SMILES): C[N+](=O)[O-].COC(=O)OC.CO.CO.CO.CO.CO.CO.CO.CO.CO
Total charge: 0

# 5
One molecule with the formula CH6N2P2, computed with wB97M-V/def2-TZVPD.

Each line ends with the Mulliken charge.
Positions of all 11 atoms, in Å:
1 C 2.256 0.111 -0.039  -0.663
2 N -1.505 -0.011 0.309  -0.277
3 N 0.874 0.450 0.428  -0.203
4 P -0.342 0.221 -0.704  0.091
5 P -3.198 -0.201 0.267  -0.045
6 H 2.256 0.172 -1.124  0.244
7 H 3.070 0.784 0.494  0.235
8 H 2.500 -0.922 0.135  0.275
9 H 0.751 0.928 1.287  0.313
10 H -3.293 -1.595 0.082  0.039
11 H -3.368 0.061 -1.135  -0.008

Orbital gap in eV: 8.434
Energy above the lowest of the compared OMol25 structures with the same formula, charge and spin in kcal/mol: 0.0
E in hartree: -833.87746
Structure (SMILES): CN/P=N/P
Total charge: 0

# 6
A 5-piece molecular cluster, H10O5 overall, computed with wB97M-V/def2-TZVPD.

Each line ends with the Mulliken charge.
Positions of all 15 atoms, in Å:
1 O -0.195 1.597 -2.067  -0.670
2 H -0.152 1.013 -2.836  0.311
3 H -0.188 2.488 -2.431  0.310
4 O 0.800 -0.449 -0.416  -0.715
5 H 0.489 0.389 -0.811  0.411
6 H 0.432 -0.454 0.481  0.387
7 O 0.622 -0.455 2.480  -0.704
8 H 1.417 -0.985 2.332  0.315
9 H 0.121 -0.938 3.150  0.308
10 O -0.584 -2.388 -1.955  -0.645
11 H -0.173 -2.523 -2.815  0.308
12 H 0.050 -1.834 -1.453  0.378
13 O -1.139 1.598 1.828  -0.648
14 H -1.080 2.005 2.697  0.300
15 H -0.420 0.938 1.815  0.354

Orbital gap in eV: 11.045
Energy above the lowest of the compared OMol25 structures with the same formula, charge and spin in kcal/mol: 19.1
E in hartree: -382.19366
Structure (SMILES): O.O.O.O.O
Total charge: 0

| no. | largest force on an atom (hartree/bohr) |
| --- | --- |
| 1 | 0.0088 |
| 2 | 0.1457 |
| 3 | 0.0765 |
| 4 | 0.0691 |
| 5 | 0.0634 |
| 6 | 0.0135 |